C62H163N13O18 | ωB97M-V/def2-TZVPD

Structure (XYZ):
```
256
Properties=species:S:1:pos:R:3:forces:R:3
C 11.5868 5.6358 10.0222 -0.08 0.77 1.32
O 10.8063 6.7764 9.6715 0.78 -1.34 -0.40
C 10.8194 6.9631 8.2592 -1.17 1.44 0.98
C 10.0972 5.9115 7.4713 1.30 -0.53 -1.69
N 11.0299 5.3647 6.4102 -1.64 -0.59 0.63
C 10.3406 4.6476 5.3309 1.90 1.46 -1.17
C 11.2466 4.6751 4.0523 -0.55 -2.46 0.69
O 11.6754 5.8946 3.6026 0.45 1.88 0.63
C 12.3555 5.8886 2.3549 -0.99 0.52 0.14
H 11.6070 5.6176 11.1118 0.33 0.31 0.17
H 12.5895 5.8080 9.6312 0.14 -0.61 -0.05
H 11.1632 4.6496 9.8323 -0.10 0.07 -0.99
H 11.7827 7.1663 7.7914 0.56 -0.15 0.55
H 10.2795 7.9100 8.2519 0.07 -0.02 -0.76
H 9.2223 6.3935 7.0351 -0.30 -0.20 -0.33
H 9.7552 5.0790 8.0862 0.10 0.07 -0.06
H 11.7055 6.0025 6.0141 -0.37 0.52 0.21
H 9.4342 5.1219 4.9546 -0.61 0.12 0.64
H 10.1952 3.5992 5.5916 -0.28 0.02 -0.08
H 10.6532 4.1549 3.3005 -0.16 -0.05 -0.47
H 12.0794 4.0037 4.2614 0.53 -0.04 -0.01
H 11.5767 5.6313 1.6370 0.54 -0.95 -0.55
H 13.2927 5.3334 2.3943 -0.29 -0.53 -0.26
H 12.6090 6.8982 2.0318 0.05 0.29 0.71
C 4.1540 16.2057 17.4188 0.37 1.37 1.28
O 5.1493 16.9369 16.6393 -0.74 -1.74 -0.01
C 6.4622 16.5846 17.0500 0.57 -0.55 -0.16
C 7.5065 16.6518 15.9334 -1.45 1.49 0.62
N 7.3711 15.5474 15.0003 0.56 1.27 0.23
C 8.6990 15.1565 14.5613 -0.75 -2.41 -0.58
C 8.5618 13.7136 13.9291 -0.08 1.32 0.37
O 8.3622 12.7919 15.0166 0.75 1.22 -0.17
C 8.7376 11.4908 14.7195 0.23 -1.14 -0.71
H 4.0841 16.7812 18.3419 -0.55 0.26 0.20
H 4.3804 15.2303 17.8495 0.91 -0.43 -0.87
H 3.1495 16.1070 17.0074 0.38 0.53 -0.74
H 6.4657 15.5464 17.3823 -0.09 -0.24 0.31
H 6.8147 17.1816 17.8911 -0.21 0.31 0.16
H 8.4876 16.8035 16.3834 0.36 -0.87 0.32
H 7.3821 17.6510 15.5160 -0.32 -0.01 -0.89
H 6.9103 14.8107 15.5152 0.28 -0.44 -0.10
H 9.3730 15.0536 15.4117 0.30 -0.09 0.15
H 9.1442 15.8920 13.8914 -0.28 -0.07 -0.28
H 9.3818 13.5288 13.2352 0.73 -0.58 0.63
H 7.7218 13.6496 13.2375 -0.52 0.28 0.17
H 8.0023 11.0565 14.0422 -0.06 -0.33 -0.01
H 8.8799 10.8458 15.5866 -0.60 0.38 0.42
H 9.7104 11.3906 14.2383 0.26 0.48 -0.37
C 4.8024 10.7227 11.7194 -0.07 1.03 0.35
O 5.8398 10.7484 10.7500 0.54 0.10 -0.45
C 6.8928 11.7022 11.0602 -0.39 -0.36 -0.09
C 8.2007 11.3192 10.3871 0.57 -1.20 1.24
N 8.1291 11.3146 8.9730 0.23 0.58 -0.52
C 9.1673 10.5995 8.1880 -2.58 0.68 -1.11
C 10.5212 11.2140 8.2920 0.73 -0.81 2.14
O 11.4892 10.3746 7.7470 1.01 0.27 -2.82
C 11.6228 10.6276 6.3201 -0.54 -0.92 0.91
H 5.2359 10.4804 12.6897 -0.17 -0.11 0.21
H 3.9292 10.1045 11.5111 0.70 -0.73 -0.69
H 4.3248 11.6983 11.8099 0.36 0.39 0.14
H 7.0217 11.7514 12.1414 0.09 -0.12 0.10
H 6.6339 12.7085 10.7312 -0.45 0.18 -0.12
H 8.4529 10.3087 10.7089 0.05 -0.48 0.55
H 9.0239 11.9281 10.7607 -0.05 0.46 0.14
H 7.1386 11.1986 8.8130 0.34 -0.64 -1.31
H 8.7846 10.6841 7.1709 0.17 0.36 -0.39
H 9.2744 9.5158 8.2348 -0.21 -0.27 1.16
H 10.9043 11.0408 9.2976 -0.85 1.24 0.95
H 10.5620 12.2637 8.0011 0.15 0.05 -0.15
H 12.3096 9.8758 5.9314 0.04 0.18 -0.06
H 11.9683 11.6392 6.1072 0.12 0.01 0.11
H 10.6395 10.4365 5.8902 0.08 0.27 -0.32
C 12.3513 13.6465 12.1975 0.91 0.88 0.55
O 13.1524 14.5160 11.3170 -0.97 -0.31 0.68
C 13.9822 15.3956 12.1008 0.52 -0.13 0.30
C 14.7778 16.5156 11.3040 -1.73 -0.91 0.14
N 15.1789 17.6061 12.2089 -1.34 -2.72 0.02
C 15.8614 18.6415 11.5865 1.31 3.34 -0.71
C 16.4373 19.6306 12.6125 0.66 -1.85 0.76
O 17.7612 19.1259 12.9712 -0.65 1.17 -0.31
C 18.8231 19.7606 12.2643 0.32 -0.37 1.55
H 13.0249 13.0315 12.7944 0.14 -0.24 -0.09
H 11.5722 13.0043 11.7868 0.59 0.11 -1.27
H 11.7667 14.2078 12.9264 0.20 0.71 0.09
H 14.7254 14.8016 12.6327 0.55 -0.51 -0.26
H 13.4450 15.7489 12.9809 -0.63 0.89 -0.40
H 14.1724 16.9040 10.4851 -0.42 0.25 0.23
H 15.5651 15.9944 10.7593 0.70 0.09 0.25
H 15.7228 17.1536 12.9296 0.40 0.39 0.28
H 15.2592 19.2862 10.9463 -0.85 -0.52 -0.20
H 16.7112 18.3932 10.9506 0.25 -0.58 -0.20
H 15.8458 19.5280 13.5223 -0.04 0.07 0.11
H 16.4012 20.6879 12.3502 0.46 -0.07 -0.40
H 18.7065 20.8433 12.3119 -0.19 0.10 -0.72
H 19.0488 19.3140 11.2960 -0.39 0.34 -0.30
H 19.6956 19.5873 12.8941 0.22 -0.19 -0.10
C 9.8560 13.3070 -0.3540 -0.08 -0.43 1.22
O 9.4243 13.8346 0.8997 0.30 0.39 -0.10
C 8.5155 13.0019 1.6323 0.19 1.80 0.74
C 8.4409 13.6214 3.0775 1.32 -1.77 0.12
N 7.5896 12.9141 4.0430 -1.29 1.44 -1.11
C 7.4773 13.7060 5.2420 -1.73 -1.14 -0.24
C 8.6776 14.1092 5.9526 1.89 2.35 1.58
O 9.0247 15.4706 5.5605 -0.89 -0.85 0.27
C 10.1473 15.9995 6.1946 0.68 0.19 -0.42
H 10.6119 13.9351 -0.8252 -0.43 0.50 0.16
H 8.9931 13.1292 -0.9960 0.13 -0.08 -0.29
H 10.3982 12.3891 -0.1268 -0.17 -0.55 -0.33
H 8.8963 11.9806 1.6191 -0.27 -0.26 0.18
H 7.5296 13.1149 1.1813 -0.20 -0.54 -0.13
H 8.3236 14.7050 3.0685 -0.87 -0.10 -0.26
H 9.4246 13.5442 3.5405 0.91 0.07 -0.56
H 7.7355 11.9214 4.1580 0.69 0.24 0.14
H 6.9146 13.2257 6.0424 -0.44 -0.79 -0.48
H 6.8686 14.5874 5.0400 0.17 0.31 -0.13
H 9.5382 13.4403 5.9639 0.27 -0.24 -0.85
H 8.4429 14.1365 7.0167 -0.14 0.28 0.37
H 10.2695 15.7892 7.2572 -0.21 -0.62 0.15
H 10.1303 17.0889 6.1627 -0.20 0.05 -0.42
H 10.9984 15.6398 5.6164 0.63 0.11 0.42
C 13.5093 11.8766 1.9358 1.48 -0.19 0.28
C 13.6450 11.9710 3.5197 -0.47 0.15 -2.33
C 15.1716 11.9454 3.9493 -1.29 -1.42 -1.34
O 15.7276 10.6830 3.4673 -3.93 0.49 0.50
C 17.0532 10.5521 3.5144 2.58 0.74 -0.39
N 12.9341 13.1427 3.9706 0.28 1.09 1.22
H 12.5500 11.6051 1.4951 -0.17 -0.30 0.61
H 14.2966 11.2217 1.5626 -0.28 -0.57 -0.07
H 13.7696 12.7997 1.4179 -0.03 0.59 0.50
H 13.0656 11.1406 3.9231 0.60 -0.36 0.22
H 15.2367 12.0063 5.0356 0.25 0.07 -0.03
H 15.6883 12.7306 3.3974 0.12 0.43 0.35
H 17.4658 10.8214 4.4868 0.26 -0.42 0.36
H 17.5228 11.2366 2.8080 0.35 0.46 -0.25
H 17.3748 9.5766 3.1497 -0.24 -0.26 0.50
H 11.9343 13.1442 3.8273 -0.07 -0.62 -0.06
H 13.2286 14.0079 3.5409 0.44 -0.02 -0.11
C 3.2022 14.3166 13.0635 0.59 1.52 -0.76
C 3.6037 13.4617 14.2389 -1.96 1.11 -0.90
C 2.5697 12.3516 14.3210 0.49 -0.86 -0.11
O 1.2344 12.8318 14.3428 0.68 -1.18 -0.97
C 0.7464 13.3785 15.5326 0.73 -0.11 -0.31
N 4.9272 12.9526 14.1190 0.79 -0.87 0.93
H 3.7033 15.2843 13.0880 0.16 0.25 0.39
H 2.1402 14.5602 13.0342 0.06 -0.36 0.02
H 3.5407 13.9658 12.0886 -0.26 -0.74 0.01
H 3.4293 14.0793 15.1199 0.31 0.24 0.39
H 2.8644 11.6351 15.0878 -0.55 0.20 1.15
H 2.7069 11.6649 13.4857 -0.45 0.45 -0.74
H 1.3670 14.2409 15.7758 -0.35 0.38 0.41
H 0.8394 12.6383 16.3274 -0.37 0.05 0.33
H -0.2794 13.6496 15.2828 0.04 0.10 0.56
H 5.1405 12.6451 15.0571 0.48 -0.66 0.16
H 5.6528 13.6376 13.9624 -0.31 0.62 -0.37
C 12.1503 6.7249 15.5130 -1.01 0.38 -1.08
C 12.6420 8.0224 14.7984 -0.77 -0.69 0.33
C 12.2203 8.0846 13.3170 -0.52 0.95 0.81
O 12.6725 9.3385 12.7652 -0.63 -1.17 -0.61
C 12.3692 9.4404 11.3608 0.67 -0.05 0.40
N 12.0269 9.1652 15.5769 0.60 -1.66 -0.62
H 12.3822 6.6884 16.5774 0.35 0.04 -0.16
H 12.4220 5.8067 14.9924 0.67 0.02 0.15
H 11.0627 6.6924 15.4473 -0.24 0.26 0.15
H 13.7229 7.9796 14.9323 0.28 0.50 -0.49
H 11.1308 8.0543 13.3275 -0.50 0.37 0.05
H 12.4319 7.2285 12.6765 0.97 -0.09 0.13
H 12.6356 8.5422 10.8037 0.45 -0.21 0.13
H 12.9812 10.2754 11.0200 -0.27 0.02 -0.23
H 11.3196 9.5590 11.0919 -0.33 0.40 0.54
H 12.6307 9.1107 16.3847 -0.31 0.95 0.52
H 12.1218 10.0538 15.1063 0.46 0.03 -0.08
C 2.6026 7.6162 12.3530 0.06 0.52 -1.79
C 3.3412 7.5824 13.6033 -0.31 -0.12 2.55
C 2.4215 7.2473 14.7450 -0.07 -0.83 1.50
O 3.0728 7.6235 15.9720 0.01 0.50 -0.56
C 2.8106 6.8673 17.1410 0.63 0.17 -1.05
N 4.4684 6.6501 13.6331 -0.18 0.68 0.67
H 1.7964 8.3316 12.5150 -0.13 0.06 -0.62
H 2.2290 6.6874 11.9219 -0.01 -0.20 0.47
H 3.3501 7.9970 11.6571 -0.51 0.23 -0.70
H 3.5808 8.6132 13.8645 0.75 0.36 -0.30
H 2.2508 6.1728 14.6786 -0.03 -0.43 0.37
H 1.4358 7.7114 14.7781 -0.04 0.33 -0.61
H 3.1168 7.4975 17.9760 -0.25 -0.14 0.10
H 3.4935 6.0216 17.0600 -0.33 -0.55 0.58
H 1.7636 6.5691 17.1959 -0.01 -0.10 0.23
H 4.6598 6.4544 14.6053 -0.58 -0.67 0.61
H 5.3404 7.1500 13.5342 0.18 0.32 -1.02
C 3.1956 6.8306 7.7756 0.89 -1.18 0.85
C 4.0235 8.1511 7.7573 -2.47 -0.51 -1.92
C 4.0962 8.7025 6.2945 1.86 -0.45 0.46
O 5.0876 9.7615 6.1131 -0.71 -1.16 -0.83
C 4.9751 10.8369 6.9953 0.88 0.25 0.50
N 3.1647 9.0196 8.4706 -0.93 2.28 2.07
H 2.1289 6.8678 7.5548 0.12 0.77 -0.91
H 3.0830 6.4599 8.7945 0.56 0.27 0.46
H 3.6267 5.9624 7.2770 0.15 0.25 -0.46
H 4.9783 8.0981 8.2804 0.16 -0.29 -0.36
H 3.1132 9.0353 5.9614 -0.15 0.16 0.21
H 4.3922 7.8737 5.6514 0.32 0.25 -0.35
H 3.9663 11.2454 7.0552 -0.07 0.05 0.09
H 5.6528 11.6470 6.7261 -0.09 -0.06 -0.72
H 5.3953 10.5298 7.9530 -0.66 0.02 0.61
H 2.1910 8.9718 8.2066 -0.07 -0.66 -0.12
H 3.3678 9.9902 8.2787 0.30 -0.04 0.48
C 13.0917 14.3253 7.8608 0.02 -0.87 0.47
C 14.4971 13.8573 8.2035 -0.22 -1.31 0.05
C 14.4191 12.3288 8.6516 2.01 1.02 0.17
O 14.2389 11.5705 7.5149 -0.21 -1.47 -1.97
C 14.5499 10.1733 7.6907 -1.00 0.67 0.75
N 15.3412 14.0733 7.0189 -0.14 0.06 -0.23
H 12.6530 13.6212 7.1538 0.06 0.37 -0.59
H 13.1034 15.3593 7.5160 -0.28 -0.17 -0.01
H 12.5063 14.1545 8.7642 -0.21 0.63 0.15
H 14.8046 14.4359 9.0746 0.49 -0.01 -0.16
H 13.7775 12.0784 9.4964 -0.96 0.30 -0.19
H 15.3878 12.0149 9.0405 0.66 0.41 0.31
H 13.8969 9.9133 8.5239 0.41 -0.77 0.30
H 15.6036 9.9567 7.8665 0.18 0.43 0.36
H 14.2646 9.5195 6.8666 -0.23 0.70 -0.41
H 16.3408 13.9292 7.0277 0.17 0.05 1.09
H 15.0623 13.4249 6.2966 -0.62 0.11 -0.05
C 7.6683 5.5033 9.8554 0.74 1.00 0.61
C 7.0982 5.7873 11.2842 0.39 -2.36 -0.77
C 7.6045 7.0113 12.0120 0.12 1.47 0.44
O 7.1181 7.0881 13.3828 1.09 -0.54 0.67
C 7.5431 8.2358 14.1568 -0.58 -0.27 -0.78
N 5.6746 5.6761 11.1206 -0.84 0.98 0.10
H 7.6954 6.4773 9.3669 -0.27 0.04 -0.57
H 7.0657 4.7827 9.3024 -0.36 0.27 0.27
H 8.6946 5.1527 9.7460 0.03 0.01 0.78
H 7.2622 4.8896 11.8804 0.88 0.11 0.44
H 7.2418 7.9304 11.5518 -0.31 0.16 -0.58
H 8.6866 7.1337 11.9643 0.33 -0.48 0.25
H 8.5680 8.2274 14.5277 0.54 -0.04 -0.98
H 7.0392 8.3441 15.1172 -0.89 -0.68 -0.21
H 7.2321 9.0906 13.5561 0.67 0.47 0.12
H 5.2849 6.0573 11.9709 -0.77 -0.49 0.29
H 5.3653 6.3239 10.4102 -0.13 0.23 -0.48
C 9.8498 8.7222 4.0491 1.02 0.24 -0.13
C 8.4346 9.0362 3.6712 0.69 -0.62 -1.12
C 7.6934 7.7206 3.7762 -2.01 0.76 -0.63
O 7.9788 6.9019 2.6904 0.62 -1.36 -0.63
C 7.1496 5.7214 2.5448 0.97 1.03 0.77
N 7.8825 10.0520 4.5305 -0.02 -0.69 0.87
H 10.4587 9.6254 4.0065 0.09 -0.07 0.22
H 10.3366 7.9781 3.4186 -0.34 0.02 -0.29
H 9.8751 8.2568 5.0344 0.12 0.30 0.41
H 8.4449 9.4340 2.6565 -0.30 -0.30 -0.27
H 6.6238 7.9290 3.7524 -0.55 0.23 -0.03
H 7.8294 7.3302 4.7848 0.57 -0.72 0.16
H 7.6022 5.0469 1.8178 -0.02 0.39 -0.21
H 6.1483 6.0357 2.2503 -0.14 -0.26 0.07
H 7.1752 5.1905 3.4964 -0.47 -0.12 0.14
H 7.9068 9.5674 5.4163 0.05 0.46 0.97
H 6.8836 10.1091 4.3929 -0.48 0.12 -0.33
```
Positions in Å, forces in eV/Å.

Properties
- LUMO: 0.6015 eV
- Energy above the lowest of the compared OMol25 structures with the same formula, charge and spin: 136.4 kcal/mol
- Gap between HOMO and LUMO: 8.4 eV
- Total charge: 0
- Spin multiplicity: 1



C36H22F2IN8Sc | ωB97M-V/def2-TZVPD

Structure (XYZ):
```
70
Properties=species:S:1:pos:R:3:forces:R:3
Sc -0.1526 -0.0740 -0.0680 0.02 0.42 0.57
C -3.4322 -2.7285 1.9331 -0.05 -0.05 0.02
C -2.7396 -2.0196 0.9384 -0.02 -0.03 -0.02
N -1.9884 -0.9770 1.1986 0.27 0.10 0.04
C -1.9051 -0.5200 2.4833 -0.05 -0.05 -0.09
C -2.5360 -1.1832 3.5490 -0.05 -0.06 0.01
C -3.3045 -2.3251 3.2324 -0.03 -0.02 0.02
C -2.4150 -0.6661 4.8628 -0.01 -0.04 0.00
C -1.7140 0.4862 5.0536 0.06 0.08 -0.03
C -1.1083 1.1833 3.9826 -0.01 -0.01 0.11
C -1.1903 0.7150 2.6873 -0.02 0.10 -0.05
N -0.7448 1.2762 1.5216 0.20 -0.19 -0.17
C -0.6426 2.6071 1.2242 -0.05 -0.10 -0.04
C -0.3372 3.6817 2.0318 0.00 0.17 0.09
C -0.3910 5.0080 1.5421 0.03 -0.07 0.06
C -0.7547 5.2944 0.2603 -0.02 -0.01 -0.06
C -1.0568 4.2236 -0.6188 -0.01 0.07 -0.04
C -1.5147 4.4040 -1.9431 0.00 0.05 -0.01
C -1.8228 3.3223 -2.7206 -0.02 0.03 -0.06
C -1.6032 2.0360 -2.2019 0.03 -0.04 -0.04
N -1.1643 1.8336 -0.9821 0.17 -0.05 0.17
C -0.9444 2.9020 -0.1566 -0.01 -0.12 -0.06
H -4.0360 -3.5836 1.6595 0.02 0.03 0.01
H -2.7867 -2.3329 -0.0990 -0.01 -0.01 0.01
H -3.8058 -2.8598 4.0316 0.01 0.01 -0.02
H -2.8854 -1.1841 5.6891 0.00 0.00 -0.03
H -1.6160 0.8902 6.0540 0.01 0.02 -0.02
H -0.5673 2.0888 4.2004 -0.01 -0.01 0.04
H -0.0409 3.5259 3.0563 0.00 0.03 -0.02
H -0.1427 5.8175 2.2175 0.00 -0.03 0.01
H -0.8200 6.3150 -0.0950 0.00 -0.02 0.00
H -1.6330 5.4123 -2.3246 0.00 -0.03 0.01
H -2.1972 3.4350 -3.7290 0.01 0.01 0.02
H -1.7530 1.1509 -2.8104 -0.01 0.00 0.01
F 4.4089 3.1614 0.2770 0.02 0.03 0.00
C 3.8482 1.9788 0.6043 0.01 0.03 0.00
C 2.5595 1.7050 0.2044 -0.11 0.13 -0.05
C 1.9568 0.4908 0.5198 -0.08 -0.01 -0.03
C 2.6879 -0.4314 1.2885 -0.06 -0.14 0.05
C 3.9964 -0.1177 1.6459 0.07 0.03 0.09
F 4.7667 -0.9976 2.3337 0.01 0.01 0.00
C 4.6035 1.0757 1.3210 0.09 -0.04 0.04
C 2.0351 -1.7203 1.6202 -0.03 0.00 0.00
C 2.5515 -2.6727 2.5012 0.04 -0.11 0.05
C 1.9016 -3.8810 2.6686 0.02 0.01 0.00
C 0.7452 -4.1432 1.9509 0.03 -0.07 0.06
C 0.2636 -3.1409 1.1399 0.00 0.07 -0.08
N 0.8626 -1.9573 0.9939 -0.03 0.26 -0.06
H 2.0378 2.4676 -0.3675 0.03 0.00 0.00
H 5.6231 1.2811 1.6152 -0.03 0.00 -0.01
H 3.4575 -2.4728 3.0462 -0.01 0.01 -0.02
H 2.3079 -4.6197 3.3484 -0.01 0.01 -0.01
H 0.2221 -5.0866 2.0213 0.02 0.02 0.00
H -0.6405 -3.2903 0.5670 -0.01 0.01 -0.02
I 2.6198 -2.1828 -2.0869 -0.04 0.05 -0.05
C 2.3326 -0.3486 -3.0595 -0.10 0.06 0.08
C 3.0480 -0.1331 -4.2320 0.00 0.03 -0.01
C 2.9097 1.0885 -4.8638 0.04 -0.04 -0.03
C 2.0840 2.0454 -4.2953 0.00 0.04 -0.01
C 1.4165 1.7264 -3.1295 0.06 -0.05 0.13
N 1.5140 0.5395 -2.5156 0.04 -0.06 -0.09
H 3.6941 -0.9049 -4.6241 -0.01 0.01 0.00
H 3.4497 1.2929 -5.7797 -0.01 -0.01 0.02
H 1.9611 3.0236 -4.7404 0.00 -0.02 0.02
H 0.7878 2.4637 -2.6463 0.01 -0.04 -0.02
N -0.8464 -1.2316 -1.6721 -0.35 -0.43 -0.53
C -1.0839 -2.1524 -2.3679 -0.16 -0.11 0.37
N -1.3127 -3.0764 -3.1806 0.11 -0.12 -0.59
C -1.8258 -4.2758 -2.9928 -0.06 0.08 0.30
N -2.2754 -5.3382 -2.8912 0.08 0.16 -0.02
```
Positions in Å, forces in eV/Å.

Properties
- LUMO: -0.3713 eV
- Energy above the lowest of the compared OMol25 structures with the same formula, charge and spin: 10.6 kcal/mol
- Gap between HOMO and LUMO: 6.9 eV
- Total charge: 0
- Spin multiplicity: 1



C7H8 | ωB97M-V/def2-TZVPD

Structure (XYZ):
```
15
Properties=species:S:1:pos:R:3:forces:R:3
C -2.3933 0.1683 -0.0087 1.67 -0.87 0.55
C -3.5921 -0.1045 0.1206 2.02 0.39 -0.58
C 1.5456 -0.5602 0.2567 0.97 -1.58 0.03
C 1.6075 0.8935 -0.1517 -1.32 1.53 2.35
C 0.1080 -1.0462 -0.0392 -0.10 -2.39 0.92
C 0.0556 1.3128 -0.0582 1.98 -0.31 -0.88
C -0.6705 0.2134 0.0069 -4.90 0.23 -0.28
H -4.6631 -0.3721 0.1244 1.36 0.47 0.07
H 2.2957 -1.1784 -0.2358 -0.19 0.04 -1.00
H 1.9577 -0.8040 1.2501 -1.10 0.84 0.38
H 2.2739 1.4607 0.5769 -0.96 -0.38 -0.99
H 1.9653 1.0893 -1.1392 0.23 -0.05 -0.75
H 0.1066 -1.5131 -1.0710 -0.39 0.50 1.06
H -0.2930 -1.8472 0.7140 0.81 1.39 -1.41
H -0.3040 2.2878 -0.3457 -0.07 0.19 0.52
```
Positions in Å, forces in eV/Å.

Properties
- SMILES string: C#CC1=CCCC1
- LUMO: 1.0342 eV
- Energy above the lowest of the compared OMol25 structures with the same formula, charge and spin: 91.2 kcal/mol
- Gap between HOMO and LUMO: 10.3 eV
- Total charge: 0
- Spin multiplicity: 1